Record 1
{"formula": "C2H9N3O", "method": "wB97M-V/def2-TZVPD", "symbols": ["N", "C", "N", "H", "H", "H", "H", "H", "N", "C", "O", "H", "H", "H", "H"], "xyz": [[1.4476, -0.0313, 0.8468], [1.0340, 0.7799, 1.7350], [-0.3281, 0.9971, 1.8822], [0.7085, -0.5591, 0.2454], [2.2882, -0.5819, 0.9831], [1.6195, 1.1329, 2.5779], [-0.5896, 1.9008, 1.4953], [-0.8368, 0.3262, 1.2974], [-0.6032, 0.0285, -2.2751], [-1.1011, -0.8638, -1.1594], [-0.2006, -1.5942, -0.4680], [0.1315, 0.6126, -1.8840], [-0.1863, -0.5116, -3.0252], [-1.6183, -0.0949, -0.5298], [-1.7654, -1.5413, -1.7218]], "atomic_forces_ev_per_a": [[0.6, -0.5, 0.8], [-1.0, -0.7, 1.0], [0.2, 0.2, -1.4], [-1.1, -1.6, -1.3], [0.4, 0.6, -0.1], [0.5, 0.4, -0.4], [-0.2, 0.4, 0.8], [0.1, -0.1, 0.1], [0.1, 0.0, 0.6], [0.3, 0.3, -1.3], [1.2, 1.3, 1.0], [0.1, 0.0, -0.2], [0.1, -0.2, 0.2], [-0.5, -0.5, -0.1], [-0.6, 0.3, 0.6]], "lowdin_charge": [0.1992, -0.1890, 0.1148, 0.0463, 0.1406, 0.1383, 0.1129, 0.0774, -0.0270, -0.5284, -0.3117, 0.0225, 0.0406, 0.0703, 0.0932], "gap_ev": 7.26, "energy_ha": -321.02320, "e_above_lowest_ev": 2.954, "charge": 0, "max_force_ev_per_a": 2.36, "homo_energy_ev": -7.67}

Record 2
{"formula": "C2H9N3O", "method": "wB97M-V/def2-TZVPD", "symbols": ["C", "N", "C", "N", "N", "H", "H", "H", "H", "H", "H", "H", "H", "H", "O"], "xyz": [[-0.9945, -0.0355, 1.3495], [0.4451, -0.0726, 1.3186], [0.9617, 0.0140, 0.0432], [2.2525, 0.5499, -0.1109], [0.2714, -0.1887, -1.0019], [-1.3969, 0.7962, 0.7992], [-1.2995, -0.9044, 0.6539], [-1.4712, -0.0696, 2.3091], [1.0699, 0.3102, 2.0166], [2.9505, 0.3007, 0.6086], [2.7055, 0.2075, -1.0275], [0.6109, 0.4095, -1.7375], [-2.7436, 0.4334, -1.8389], [-1.4369, -0.3843, -1.3297], [-2.4468, -0.3739, -1.2814]], "atomic_forces_ev_per_a": [[-1.0, -1.9, -1.3], [0.7, 0.5, -2.7], [3.1, 1.7, 3.8], [1.1, -2.1, -1.3], [-1.8, -0.8, -1.5], [0.0, 0.7, 0.0], [0.0, 1.0, 1.5], [0.3, -0.3, 0.6], [-0.3, -0.1, 0.5], [-0.7, 0.4, -0.1], [-1.0, 0.9, 1.7], [0.1, 0.1, -0.8], [0.7, -2.1, 1.3], [-2.0, -0.1, -0.3], [0.8, 2.2, -1.4]], "lowdin_charge": [-0.0268, 0.1262, -0.4296, 0.1558, 0.2705, 0.0929, 0.1287, 0.1060, 0.1715, 0.1294, 0.1631, 0.1346, 0.1030, -0.0162, -0.1093], "s2": 0.772, "gap_ev": [11.24, 6.05], "energy_ha": -320.76212, "spin_multiplicity": 2, "e_above_lowest_ev": 1.468, "charge": 1, "max_force_ev_per_a": 5.24, "homo_energy_ev": [-14.93, -14.76]}

Record 3
{"formula": "C2H9N3OS", "method": "wB97M-V/def2-TZVPD", "symbols": ["C", "C", "N", "N", "N", "O", "S", "H", "H", "H", "H", "H", "H", "H", "H", "H"], "xyz": [[-0.4476, 1.6370, -0.4783], [-1.5630, -0.6528, 0.0252], [1.5982, -0.0871, -1.4259], [2.0399, -0.1071, 1.1452], [-0.3908, 0.3264, 0.1943], [-1.4297, -1.9248, 0.6180], [0.9492, -0.6718, -0.1568], [0.5205, 1.9998, -0.4895], [-0.9417, 1.7145, -1.4784], [-1.1654, 2.2337, 0.0929], [-1.8122, -0.7033, -1.0468], [-1.4973, -1.9447, 1.5811], [-2.3644, -0.1361, 0.6052], [1.7899, -0.7412, -2.1583], [1.6493, -0.4691, 1.9817], [3.0652, -0.4733, 0.9903]], "atomic_forces_ev_per_a": [[-3.2, -1.0, 0.1], [-1.0, 2.2, 1.7], [0.2, 0.8, 0.1], [1.5, -0.2, -2.1], [0.3, -2.3, 0.2], [0.5, 0.0, -0.9], [1.5, 0.5, -0.1], [1.7, 1.1, -0.1], [0.9, -0.9, 0.2], [0.6, 0.3, 0.5], [0.0, -0.6, 0.4], [-0.1, 0.7, -0.3], [0.1, -0.1, -1.0], [0.0, -0.7, 0.0], [-0.1, -0.4, 1.1], [-2.9, 0.7, 0.2]], "lowdin_charge": [-0.1277, -0.3056, -0.3434, -0.2033, -0.3780, -0.0904, 0.8559, 0.0384, 0.0911, 0.0800, 0.1243, 0.0972, 0.1258, -0.0357, -0.0158, 0.0871], "gap_ev": 9.25, "energy_ha": -719.18245, "e_above_lowest_ev": 0.867, "charge": 0, "max_force_ev_per_a": 3.35, "homo_energy_ev": -8.60}